Density functional theory data (ωB97M-V/def2-TZVPD) for a cluster of 2 separate species, C4H7NO in total.

Calculated values
F_max (Eh/bohr): 0.09403
ΔE to the lowest compared entry with this formula, charge and spin (kcal per mole): 135.1
SMILES: C#CC.CN=O
HOMO energy (eV): -9.4160
Orbital gap (eV): 9.36
Total energy (a.u.): -286.4164
Molecular weight (g mol⁻¹): 85.1

Positions of all 13 atoms, in Å:
O (0.275, 3.096, 0.751)
N (-0.598, 3.061, 1.608)
C (0.892, -1.799, -0.628)
C (0.589, -0.283, 1.569)
C (-1.808, 2.452, 1.119)
C (0.811, -0.944, 0.564)
H (1.960, -1.835, -0.853)
H (0.477, 0.566, 2.095)
H (0.343, -1.159, -1.410)
H (-1.849, 2.342, 0.058)
H (-1.822, 1.452, 1.354)
H (0.337, -2.687, -0.514)
H (-2.662, 2.891, 1.691)

---

Density functional theory data (ωB97M-V/def2-TZVPD) for a structure of composition C23H20F3I2O4PtSb.

Calculated values
F_max (Eh/bohr): 0.00415
ΔE to the lowest compared entry with this formula, charge and spin (kcal per mole): 0.0
HOMO energy (eV): -9.1503
Orbital gap (eV): 8.61
Total energy (a.u.): -2443.9934
Molecular weight (g mol⁻¹): 988.0

Positions of all 54 atoms, in Å:
Pt (2.272, 0.773, 0.053)
I (2.287, 4.790, 0.685)
I (4.608, 2.164, 0.148)
Sb (-0.033, -0.207, -0.132)
F (3.104, -1.208, 2.477)
F (0.948, -1.270, 2.707)
F (2.224, -1.186, 4.449)
O (1.883, 1.429, 4.191)
O (2.540, 0.580, -1.920)
O (2.132, 1.341, 1.990)
O (1.412, -1.341, -2.081)
C (2.108, -0.453, -2.571)
C (2.460, -0.443, -4.034)
C (-1.804, -2.670, -0.147)
C (0.183, -4.520, 0.426)
C (-1.067, 0.449, -1.852)
C (-2.566, 2.049, 3.404)
C (-2.122, 2.241, -3.067)
C (3.865, 3.641, 1.485)
C (-1.177, 0.723, 1.391)
C (2.014, 0.819, 3.159)
C (-1.376, -0.432, -2.884)
C (-1.129, -4.941, 0.251)
C (-0.491, -2.250, 0.036)
C (-1.508, 2.678, 2.764)
C (-2.923, 0.756, 3.049)
C (-2.122, -4.019, -0.041)
C (2.081, -0.730, 3.211)
C (-2.436, 1.360, -4.092)
C (0.505, -3.177, 0.314)
C (-0.812, 2.015, 1.763)
C (-1.441, 1.785, -1.946)
C (-2.066, 0.025, -3.999)
C (-2.229, 0.092, 2.047)
H (-3.102, 2.561, 4.193)
H (1.756, 0.221, -4.540)
H (0.042, 2.499, 1.300)
H (4.694, 4.294, 1.725)
H (3.485, 3.096, 2.342)
H (-1.209, 2.478, -1.145)
H (2.359, -1.443, -4.445)
H (-3.736, 0.258, 3.561)
H (0.960, -5.241, 0.647)
H (-1.208, 3.676, 3.057)
H (-1.065, -1.467, -2.827)
H (-2.309, -0.663, -4.799)
H (-2.503, -0.926, 1.798)
H (-2.408, 3.282, -3.137)
H (1.532, -2.852, 0.433)
H (3.463, -0.055, -4.192)
H (-2.584, -1.957, -0.390)
H (-2.971, 1.714, -4.964)
H (-1.375, -5.991, 0.336)
H (-3.144, -4.345, -0.188)

---

Density functional theory data (ωB97M-V/def2-TZVPD) for a cluster of 2 separate species, C4H9O2 in total.

Calculated values
Multiplicity: 2
F_max (Eh/bohr): 0.03780
ΔE to the lowest compared entry with this formula, charge and spin (kcal per mole): 3.3
HOMO energy (alpha / beta) (eV): -11.4132 / -10.7535
Orbital gap (alpha / beta) (eV): 12.26 / 7.60
Total energy (a.u.): -308.2079
Molecular weight (g mol⁻¹): 89.1

Positions of all 15 atoms, in Å:
O (-0.077, -1.891, -1.817)
O (1.403, -1.099, -0.460)
C (-0.553, 1.608, 0.379)
C (0.721, 1.972, -0.393)
C (0.340, -1.785, -0.674)
C (-0.397, -2.356, 0.542)
H (-1.394, 2.070, -0.160)
H (0.079, -3.238, 0.959)
H (0.641, 1.579, -1.404)
H (-0.398, -1.576, 1.301)
H (1.643, 1.570, 0.023)
H (-1.406, -2.566, 0.203)
H (-0.713, 0.539, 0.455)
H (-0.675, 2.118, 1.330)
H (0.786, 3.056, -0.285)